Molecular formula: C4H4LuO2
Method: DFT, ωB97M-V with the def2-TZVPD basis set

Last column: natural (NBO) charge in e.
CARTESIAN COORDINATES (ANGSTROEM)
1 O -2.106 1.002 -1.189  -0.63
2 Lu -1.439 1.081 -3.411  2.47
3 C 1.293 -1.054 1.470  0.97
4 C -0.375 0.302 0.281  -0.56
5 H 0.701 -1.479 -0.442  0.32
6 C 0.892 -0.586 0.177  -0.59
7 O 1.447 -0.915 2.581  -0.12
8 H -1.185 -0.171 0.852  0.32
9 H -0.098 1.178 0.950  0.34
10 H 1.773 -0.049 -0.217  0.34
11 C -0.903 0.690 -1.051  0.15

F_max = 4.51 eV/A
Energy above the lowest of the compared OMol25 structures with the same formula, charge and spin = 0.0000 eV
Charge = +3
Kohn-Sham gap = 0.25980 Ha